1.
Below is 5 unconnected molecules or ions with the total composition C23H39F3N2O5 at a distorted geometry, with properties calculated with ωB97M-V with the def2-TZVPD basis set.

- Spin multiplicity: 1
- Highest occupied orbital energy: -0.347 Ha
- Lowest unoccupied orbital energy: 0.28 eV
- Molar mass: 480.57 g/mol
- SMILES: C[C@H](C#N)[C@H](C#N)COC(F)(F)F.C1CCOC1.C1CCOC1.C1CCOC1.C1CCOC1
- HOMO-LUMO gap: 9.7 eV

Geometry as XYZ:
```
72
C23H39F3N2O5 | the Open Molecules 2025 dataset | ωB97M-V with the def2-TZVPD basis set
C -1.150 4.236 4.038
C 0.289 3.572 3.597
C 0.015 2.023 3.337
N -0.027 0.901 2.864
C 1.332 3.886 4.782
C 1.662 5.476 4.672
N 1.986 6.615 4.390
C 2.737 3.101 4.681
O 3.165 2.513 5.941
C 3.857 3.441 6.762
F 4.288 2.694 7.923
F 5.044 3.977 6.186
F 3.049 4.504 7.270
H -2.006 3.581 3.639
H -1.218 5.328 3.648
H -1.182 4.234 5.199
H 0.592 4.155 2.639
H 0.862 3.740 5.835
H 2.701 2.228 3.914
H 3.503 3.850 4.232
C 1.497 -2.287 -0.327
C 0.821 -1.136 0.382
C 1.552 0.062 -0.191
O 1.948 -0.292 -1.523
C 1.755 -1.703 -1.701
H 0.897 -3.198 -0.358
H 2.448 -2.519 0.164
H -0.237 -1.097 0.100
H 0.883 -1.192 1.469
H 2.460 0.284 0.381
H 0.929 0.959 -0.219
H 0.890 -1.841 -2.360
H 2.634 -2.137 -2.184
C -4.243 -0.802 2.725
C -3.733 -1.561 3.928
C -3.003 -0.479 4.698
O -3.675 0.757 4.415
C -4.582 0.548 3.324
H -5.095 -1.276 2.235
H -3.440 -0.693 1.987
H -4.578 -1.933 4.518
H -3.094 -2.409 3.675
H -1.966 -0.381 4.359
H -3.002 -0.658 5.776
H -5.600 0.559 3.727
H -4.484 1.364 2.603
C -2.276 -1.327 -4.655
C -2.733 -2.596 -5.336
C -2.021 -3.662 -4.527
O -1.886 -3.150 -3.194
C -2.213 -1.754 -3.202
H -2.940 -0.476 -4.820
H -1.276 -1.055 -5.008
H -3.817 -2.706 -5.227
H -2.491 -2.636 -6.400
H -1.016 -3.852 -4.917
H -2.570 -4.607 -4.503
H -3.185 -1.635 -2.711
H -1.464 -1.197 -2.633
C 2.992 -0.827 -5.575
C 3.187 -2.303 -5.834
C 1.833 -2.709 -6.379
O 1.297 -1.564 -7.056
C 2.098 -0.419 -6.728
H 3.924 -0.260 -5.538
H 2.466 -0.683 -4.625
H 3.957 -2.447 -6.600
H 3.478 -2.871 -4.948
H 1.142 -2.974 -5.571
H 1.895 -3.550 -7.074
H 2.687 -0.158 -7.614
H 1.449 0.424 -6.479
```

Löwdin atomic charge list, values in e, 5 entries:
1 C -0.0694
2 C -0.2702
3 C -0.1051
4 N 0.1585
5 C -0.2067

---

2.
Below is 11 unconnected molecules or ions with the total composition C44H85F3NO13 at a distorted geometry, with properties calculated with ωB97M-V with the def2-TZVPD basis set.

- Spin multiplicity: 1
- Highest occupied orbital energy: -0.077 Ha
- Lowest unoccupied orbital energy: 1.78 eV
- Molar mass: 893.15 g/mol
- Charge: -1
- HOMO-LUMO gap: 3.9 eV

Geometry as XYZ:
```
146
C44H85F3NO13 | the Open Molecules 2025 dataset | ωB97M-V with the def2-TZVPD basis set
C 2.249 -6.433 0.534
C 0.731 -6.314 1.107
N 0.649 -5.113 1.968
C -0.331 -5.161 3.067
C -1.528 -4.130 3.074
C -2.821 -4.507 2.191
C -2.534 -5.592 1.057
C -3.990 -6.090 0.527
C -4.067 -6.259 -1.062
C -5.479 -5.759 -1.677
O -6.598 -6.039 -0.805
C -7.220 -4.835 -0.313
C -3.221 -3.175 1.375
O -2.156 -2.713 0.458
C -2.644 -2.085 -0.674
F -3.779 -1.297 -0.476
F -1.625 -1.189 -1.116
F -2.800 -2.998 -1.749
C 0.783 -3.865 1.276
C 0.655 -3.692 -0.319
O 1.067 -2.804 1.899
H 2.887 -5.522 0.795
H 2.220 -6.522 -0.595
H 2.796 -7.335 0.985
H 0.571 -7.249 1.740
H 0.002 -6.339 0.238
H 0.239 -5.028 4.059
H -0.777 -6.216 3.139
H -1.906 -4.093 4.163
H -1.256 -3.051 2.833
H -1.959 -5.215 0.147
H -2.017 -6.538 1.414
H -4.233 -7.104 1.007
H -4.816 -5.392 0.887
H -3.183 -5.797 -1.607
H -4.056 -7.391 -1.266
H -5.658 -6.388 -2.624
H -5.430 -4.681 -2.028
H -7.398 -4.990 0.812
H -8.257 -4.640 -0.756
H -6.582 -3.901 -0.406
H -4.229 -3.342 0.884
H -3.340 -2.363 2.177
H 0.014 -4.515 -0.757
H 1.729 -3.777 -0.712
H 0.302 -2.644 -0.576
C 4.308 -1.815 -0.988
C 4.619 -3.051 -0.192
O 3.795 -3.936 -0.061
C 5.983 -3.149 0.437
H 3.291 -1.885 -1.379
H 4.378 -0.934 -0.344
H 5.001 -1.727 -1.829
H 6.128 -2.326 1.140
H 6.753 -3.124 -0.338
H 6.064 -4.093 0.981
C 7.021 0.935 2.056
C 5.657 1.224 1.488
O 5.146 0.488 0.664
C 4.950 2.458 1.976
H 7.410 0.016 1.614
H 7.704 1.753 1.820
H 6.951 0.800 3.137
H 5.540 3.344 1.735
H 4.789 2.391 3.055
H 3.981 2.539 1.483
C -11.335 -2.669 -3.568
C -10.025 -3.317 -3.202
O -9.746 -3.568 -2.048
C -9.074 -3.642 -4.324
H -11.917 -2.493 -2.661
H -11.151 -1.710 -4.057
H -11.904 -3.327 -4.228
H -8.790 -2.726 -4.847
H -9.543 -4.343 -5.017
H -8.175 -4.104 -3.913
C -4.763 1.517 0.532
C -4.639 2.997 0.775
O -5.483 3.610 1.405
C -3.428 3.691 0.207
H -5.680 1.149 0.995
H -4.809 1.319 -0.541
H -3.913 0.995 0.976
H -3.417 3.587 -0.880
H -2.519 3.265 0.636
H -3.469 4.753 0.457
C 3.611 4.179 -2.457
C 2.983 4.195 -1.089
O 3.652 4.378 -0.087
C 1.498 3.976 -1.007
H 4.685 4.350 -2.363
H 3.450 3.208 -2.929
H 3.183 4.974 -3.071
H 1.244 2.995 -1.415
H 0.974 4.761 -1.557
H 1.185 4.013 0.038
C -1.407 7.999 -1.494
C -0.691 7.385 -2.667
O 0.059 6.439 -2.524
C -0.940 7.987 -4.025
H -1.134 7.465 -0.583
H -1.115 9.046 -1.387
H -2.487 7.921 -1.635
H -0.628 9.034 -4.030
H -1.999 7.908 -4.278
H -0.360 7.445 -4.773
C 8.579 4.493 -3.134
C 8.554 3.272 -2.252
O 9.567 2.643 -2.018
C 7.226 2.865 -1.672
H 9.599 4.668 -3.481
H 7.936 4.337 -4.003
H 8.245 5.366 -2.570
H 6.524 2.636 -2.477
H 6.833 3.667 -1.043
H 7.357 1.972 -1.059
C 7.544 1.843 7.388
C 7.646 0.815 6.293
O 8.187 1.071 5.235
C 7.052 -0.543 6.560
H 8.014 2.772 7.057
H 6.495 2.043 7.614
H 8.062 1.488 8.281
H 5.981 -0.449 6.749
H 7.548 -1.004 7.416
H 7.199 -1.180 5.686
C -2.974 7.936 4.200
C -2.904 6.870 3.138
O -2.316 7.062 2.091
C -3.588 5.561 3.425
H -2.439 8.824 3.859
H -4.016 8.206 4.388
H -2.507 7.577 5.119
H -4.657 5.726 3.576
H -3.147 5.097 4.309
H -3.456 4.892 2.576
C -0.506 0.273 -3.260
C 0.152 0.493 -4.595
O 1.362 0.478 -4.716
C -0.748 0.732 -5.779
H 0.262 0.113 -2.501
H -1.092 1.152 -2.985
H -1.145 -0.610 -3.301
H -1.346 1.631 -5.615
H -1.399 -0.131 -5.932
H -0.140 0.875 -6.674
```

Löwdin atomic charge list, values in e, 5 entries:
1 C -0.0943
2 C -0.2267
3 N -0.0853
4 C -0.1938
5 C -0.2203

---

3.
Below is 2 unconnected molecules or ions with the total composition C4H9NO2 at a distorted geometry, with properties calculated with ωB97M-V with the def2-TZVPD basis set.

- Spin multiplicity: 1
- Highest occupied orbital energy: -0.289 Ha
- Lowest unoccupied orbital energy: 0.27 eV
- Molar mass: 103.12 g/mol
- HOMO-LUMO gap: 8.1 eV

Geometry as XYZ:
```
16
C4H9NO2 | the Open Molecules 2025 dataset | ωB97M-V with the def2-TZVPD basis set
C -0.781 -0.538 -0.443
C -1.584 0.588 -0.885
C -1.606 -1.640 0.109
C 2.110 1.458 2.220
N 0.018 0.483 1.996
O 0.518 -0.527 2.420
O 0.721 1.603 1.964
H -2.457 0.879 -0.323
H -0.879 1.368 -1.085
H -1.781 0.195 -1.920
H -1.650 -1.068 0.998
H -2.541 -1.957 -0.321
H -1.257 -2.642 0.252
H 2.491 2.270 2.854
H 2.542 1.571 1.230
H 2.332 0.357 2.542
```

Löwdin atomic charge list, values in e, 5 entries:
1 C -0.1063
2 C -0.1774
3 C -0.1632
4 C -0.0694
5 N -0.0895